Record 1
The molecule C4H4N2O2, computed with wB97M-V/def2-TZVPD.

Geometry as XYZ:
```
12
Properties=species:S:1:pos:R:3:mulliken_charge:R:1
N 0.9678 0.9720 1.7929 -0.436
C 1.1941 1.0110 0.5328 0.189
O 1.8142 1.8039 -0.1830 -0.559
C 0.4012 0.0702 -0.3629 0.773
N 0.1640 -0.1488 -1.5914 -0.564
C -0.7930 -1.0528 -1.7102 -0.190
C -1.3134 -1.1785 -0.4373 -0.191
O -0.4272 -0.6774 0.4149 -0.339
H 1.4068 1.7024 2.3740 0.278
H -0.2564 0.8395 1.8608 0.373
H -0.8871 -1.5902 -2.6489 0.389
H -2.2709 -1.7513 -0.0417 0.278
```

Calculated values
LUMO energy: 0.330 eV
Largest force on an atom: 8.4 eV Å⁻¹
Frontier orbital gap: 9.7 eV
Multiplicity: 1
Charge: 0
Total energy: -11285.44432 eV
SMILES string: NC(=O)c1ncco1
Relative energy (zero: lowest compared OMol25 entry of this formula, charge and spin): 298.6 kJ/mol

---

Record 2
C23H22ClN6O2PdS as an isolated structure, computed with wB97M-V/def2-TZVPD.

Geometry as XYZ:
```
56
Properties=species:S:1:pos:R:3:mulliken_charge:R:1
Pd -0.4402 0.8690 -0.1513 0.333
C 4.9253 1.1571 1.6017 -1.251
C 3.6518 0.9775 2.3352 0.918
N 3.5184 0.6529 3.5728 -0.767
N 2.1717 0.6008 3.7866 0.212
C 1.4435 0.8818 2.6962 0.241
S -0.2059 0.9702 2.5011 -0.514
N 2.4014 1.1173 1.7503 0.099
N 2.0696 1.4622 0.4506 -0.205
H 5.7445 1.1450 2.3154 0.357
H 4.9358 2.1056 1.0638 0.328
H 5.0792 0.3463 0.8868 0.294
H 1.8131 0.3810 4.6988 0.181
H 2.0529 2.4722 0.3509 0.259
H 2.7532 1.0855 -0.1975 0.106
O -0.0139 -6.6313 0.2762 -0.476
C -1.2471 -6.1312 0.4597 0.590
O -2.1729 -6.8631 0.6506 -0.527
C -1.4133 -4.6376 0.4048 0.975
C -0.3639 -3.7238 0.3451 -1.140
C -0.6197 -2.3678 0.2953 -0.064
C -1.9288 -1.8815 0.2995 0.619
C -2.9798 -2.8007 0.3902 -0.860
C -2.7185 -4.1533 0.4340 -1.111
N -2.1152 -0.4935 0.2705 0.340
C -3.2540 0.0778 0.1497 0.032
C -3.3671 1.5276 0.2406 0.205
C -4.5984 2.1801 0.2095 -0.961
C -4.6314 3.5577 0.3104 -0.350
C -3.4411 4.2491 0.4782 -0.920
C -2.2577 3.5233 0.5087 -0.207
N -2.2210 2.2084 0.3682 0.371
H 0.6424 -5.9537 0.0959 0.281
H 0.6698 -4.0491 0.3616 0.201
H 0.1950 -1.6531 0.2599 0.570
H -4.0042 -2.4557 0.4373 0.311
H -3.5250 -4.8711 0.4967 0.459
H -4.1672 -0.4884 -0.0249 0.346
H -5.5073 1.5995 0.1101 0.442
H -5.5717 4.0902 0.2646 0.443
H -3.4240 5.3248 0.5827 0.414
H -1.3052 4.0193 0.6604 0.503
Cl 0.0931 2.9902 -1.8341 -0.132
C 1.2549 1.8231 -2.4072 0.611
C 2.5222 2.2268 -2.7705 -0.476
C 3.4775 1.2620 -3.0718 -0.483
C 3.1488 -0.0844 -2.9861 -0.825
C 1.8625 -0.4727 -2.6519 -0.762
C 0.8622 0.4695 -2.3739 0.989
C -0.5211 0.1064 -2.1066 -1.582
H 2.7645 3.2807 -2.8096 0.463
H 4.4729 1.5672 -3.3647 0.426
H 3.8946 -0.8358 -3.2099 0.420
H 1.6020 -1.5240 -2.6222 0.449
H -0.7360 -0.9542 -2.1857 0.558
H -1.2710 0.7179 -2.6027 0.268
```

Calculated values
LUMO energy (alpha / beta): -3.941 / -3.942 eV
Largest force on an atom: 2.3 eV Å⁻¹
Frontier orbital gap (alpha / beta): 7.0 / 7.0 eV
Multiplicity: 1
Charge: +1
Total energy: -64074.75962 eV
Relative energy (zero: lowest compared OMol25 entry of this formula, charge and spin): 108.1 kJ/mol

---

Record 3
A 2-piece molecular cluster, C11H20NO6 overall, computed with wB97M-V/def2-TZVPD.

Geometry as XYZ:
```
38
Properties=species:S:1:pos:R:3:mulliken_charge:R:1
O 0.0635 -4.9051 5.5255 -0.485
C -0.1834 -4.3412 4.4871 0.330
O -1.2160 -3.4215 4.3612 -0.299
C -1.2449 -2.9830 3.0690 0.360
O -2.0428 -2.1893 2.6435 -0.540
C -0.1396 -3.6206 2.3244 0.257
C 0.2640 -3.3938 0.9138 -0.962
C 0.0624 -1.9312 0.5079 -0.611
C 0.8309 -0.9703 1.3850 -0.655
O 0.2622 0.3459 1.3491 -0.534
C 0.4951 -4.4332 3.1628 0.721
O 1.5689 -5.1940 2.9011 -0.553
H -0.2585 -4.0307 0.2117 0.444
H 1.3167 -3.6170 0.8110 0.306
H -0.9863 -1.6783 0.5577 0.388
H 0.3908 -1.7958 -0.5146 0.387
H 1.8529 -0.8649 1.0496 0.400
H 0.8784 -1.2780 2.4252 0.390
H -0.5292 0.3076 1.8869 0.290
H 1.2540 -6.0107 2.5070 0.374
C -1.4100 2.5450 -1.4134 -1.356
C -0.2332 3.5005 -1.2902 0.194
C 0.0830 4.2838 -2.5639 -0.619
O 0.7109 3.4434 -3.5099 -0.427
C -0.1389 2.8849 -4.5206 -0.642
N 1.0026 2.6969 -0.9906 -0.163
H -1.1824 1.6979 -2.0615 0.330
H -1.6863 2.1439 -0.4378 0.396
H -2.2763 3.0635 -1.8178 0.367
H -0.3920 4.1772 -0.4515 0.337
H 0.8031 5.0727 -2.3269 0.378
H -0.8080 4.7681 -2.9626 0.431
H -0.9979 3.5253 -4.7199 0.319
H -0.4822 1.8903 -4.2307 0.272
H 0.4493 2.7934 -5.4301 0.249
H 0.8375 1.9621 -0.2868 0.127
H 1.7734 3.2883 -0.6767 0.392
H 1.3084 2.2678 -1.8738 0.407
```

Calculated values
LUMO energy: -2.996 eV
Largest force on an atom: 2.6 eV Å⁻¹
Frontier orbital gap: 9.9 eV
Multiplicity: 1
Charge: +1
Total energy: -25499.61339 eV
Relative energy (zero: lowest compared OMol25 entry of this formula, charge and spin): 0.0 kJ/mol